Entry 1:
C105H132F14N24O28S14 | ωB97M-V/def2-TZVPD

CARTESIAN COORDINATES (ANGSTROEM)
C  5.010509  -1.568559  -8.141497
C  5.096647  -1.628085  -9.626582
C  3.807332  -1.245681  -10.309963
C  3.499918  0.253457  -10.054766
N  2.176862  0.766665  -10.648297
C  2.126327  0.752763  -12.166601
C  1.923141  2.202983  -12.661636
C  2.551427  3.047901  -11.582058
C  1.977190  2.215504  -10.357414
C  1.012552  -0.109759  -10.127888
H  4.752774  -0.539946  -7.802696
H  5.971261  -1.826928  -7.735735
H  4.309601  -2.231291  -7.712346
H  5.400061  -2.543907  -10.107992
H  5.788544  -0.809625  -9.989437
H  3.048196  -1.885737  -9.874364
H  3.947806  -1.432660  -11.354409
H  4.204073  0.873263  -10.594696
H  3.477082  0.376325  -9.005056
H  1.437223  -0.033224  -12.539230
H  3.050128  0.433330  -12.646902
H  0.852377  2.504781  -12.731769
H  2.320093  2.360965  -13.677860
H  2.215503  4.102976  -11.566349
H  3.631370  2.999175  -11.599178
H  0.908701  2.294029  -10.359817
H  2.240748  2.469878  -9.326473
H  1.006120  -0.146709  -9.056839
H  1.158362  -1.025819  -10.668625
H  0.135576  0.401319  -10.483021
C  13.638756  12.965180  9.559894
N  12.851361  11.797320  9.984674
C  12.050662  11.836832  11.011288
C  11.434057  10.697018  11.514487
C  11.684795  9.505583  10.899807
C  12.472329  9.493826  9.715707
C  13.083296  10.619430  9.289355
C  11.176756  8.235750  11.466352
C  10.119235  8.078004  12.340750
C  9.707487  6.760769  12.657303
N  10.417623  5.676424  12.251442
C  11.559889  5.829665  11.571582
C  11.940377  7.052012  11.214234
C  9.894492  4.346098  12.565755
H  14.479505  13.054887  10.214059
H  13.041817  13.839061  9.846607
H  13.846427  12.889814  8.525707
H  11.842291  12.858369  11.418909
H  10.743133  10.800036  12.421025
H  12.644126  8.568258  9.201004
H  13.765191  10.657300  8.487157
H  9.533959  8.896217  12.834630
H  8.800063  6.490761  13.254192
H  12.137266  4.931419  11.202727
H  12.861716  7.034940  10.739950
H  10.150774  4.069384  13.619499
H  10.375918  3.658081  11.958190
H  8.829384  4.286002  12.331399
C  -6.887387  -8.897378  24.337060
N  -5.512052  -8.721838  23.802566
C  -5.268196  -9.234532  22.555425
C  -4.128096  -8.908442  21.878677
C  -3.165931  -8.092207  22.441631
C  -3.386238  -7.618079  23.685951
C  -4.544873  -7.993731  24.376082
C  -1.809299  -7.743194  21.719764
C  -0.578050  -8.239129  22.225345
C  0.627529  -7.972877  21.583976
N  0.616433  -7.136874  20.523558
C  -0.508668  -6.549365  20.092638
C  -1.736920  -6.882969  20.604051
C  1.946985  -6.937921  19.907275
H  -7.584586  -8.843143  23.590295
H  -7.061598  -8.122541  25.030697
H  -6.973694  -9.906596  24.783013
H  -5.973499  -9.894625  22.076848
H  -3.903208  -9.349056  20.895614
H  -2.621402  -6.986532  24.152153
H  -4.668361  -7.588549  25.367167
H  -0.589718  -8.882578  23.176218
H  1.590919  -8.368972  21.905505
H  -0.358250  -5.793492  19.310028
H  -2.676898  -6.369057  20.301979
H  1.869286  -6.231837  19.111404
H  2.294481  -7.891202  19.519739
H  2.616989  -6.541223  20.661933
C  -12.469626  -7.011048  -12.075682
N  -11.372457  -6.154476  -11.694294
C  -10.110460  -6.523278  -11.893101
C  -9.046168  -5.820395  -11.422253
C  -9.305386  -4.690793  -10.578544
C  -10.612332  -4.302045  -10.453288
C  -11.679810  -5.025903  -11.039738
C  -8.171071  -3.977592  -9.878460
C  -7.215739  -3.245076  -10.596723
C  -6.270364  -2.602714  -9.867937
N  -6.166656  -2.675801  -8.540699
C  -7.135773  -3.303435  -7.810083
C  -8.140845  -4.007717  -8.493487
C  -5.164065  -1.870166  -7.724338
H  -13.192408  -6.498207  -12.763166
H  -13.119069  -7.130873  -11.172956
H  -12.128797  -7.957672  -12.461486
H  -9.986211  -7.523726  -12.264600
H  -7.983734  -6.064552  -11.670521
H  -10.708879  -3.320252  -10.076175
H  -12.690885  -4.742366  -10.926698
H  -7.214558  -2.983068  -11.616887
H  -5.551189  -1.994437  -10.306844
H  -7.058152  -3.241786  -6.749039
H  -8.855676  -4.548280  -7.950251
H  -5.727480  -0.995235  -7.290442
H  -4.429675  -1.596109  -8.447703
H  -4.710992  -2.577474  -6.989332
C  2.160421  -1.808288  4.122337
N  1.515557  -1.299178  2.917025
C  2.244535  -0.763584  1.914723
C  1.609096  -0.273170  0.744514
C  0.190290  -0.138347  0.828843
C  -0.507438  -0.615296  1.923004
C  0.150412  -1.252136  2.938192
C  -0.478108  0.458015  -0.340429
C  0.028010  1.546543  -1.094104
C  -0.600043  1.882054  -2.255425
N  -1.744006  1.333016  -2.624002
C  -2.229208  0.254886  -2.014974
C  -1.626870  -0.164356  -0.853581
C  -2.471618  1.769262  -3.802261
H  2.426443  -1.011363  4.829627
H  3.154591  -2.085495  3.846024
H  1.549585  -2.558977  4.619970
H  3.303780  -0.948606  1.965437
H  2.193113  -0.183580  -0.100639
H  -1.567669  -0.648863  1.993205
H  -0.327769  -1.754900  3.806616
H  0.954581  2.019156  -0.789872
H  -0.153348  2.633862  -2.838416
H  -3.047934  -0.311544  -2.367292
H  -1.911218  -1.095249  -0.401676
H  -3.530056  1.804191  -3.614277
H  -2.241494  1.063480  -4.583181
H  -2.219495  2.801459  -4.101687
C  -16.891873  3.980426  2.001081
N  -15.566424  4.370612  1.468677
C  -14.654681  3.474305  1.029416
C  -13.425740  3.860670  0.629232
C  -13.100904  5.193094  0.614447
C  -14.078363  6.156654  0.825370
C  -15.294776  5.700754  1.251981
C  -11.667892  5.623450  0.532532
C  -10.680210  4.835959  0.046851
C  -9.317368  5.198501  0.048210
N  -9.036665  6.445437  0.383059
C  -9.979627  7.301799  0.936598
C  -11.265598  6.927112  0.962562
C  -7.731237  6.974089  0.112901
H  -17.614489  3.857411  1.150260
H  -17.345183  4.755546  2.565092
H  -16.676461  3.127591  2.644197
H  -15.000615  2.461127  1.190933
H  -12.739385  3.033695  0.539737
H  -14.032475  7.243845  0.668764
H  -16.124628  6.411775  1.529536
H  -10.875929  3.802736  -0.270432
H  -8.655242  4.597924  -0.524729
H  -9.675582  8.289097  1.205520
H  -12.019580  7.667764  1.287108
H  -7.938782  7.676559  -0.722197
H  -7.036756  6.203317  -0.158023
H  -7.414207  7.352609  1.020782
C  3.046787  -8.629370  5.441151
N  4.341222  -8.077429  5.920871
C  4.451974  -6.825494  6.366839
C  5.648689  -6.239854  6.708401
C  6.816877  -7.028176  6.634046
C  6.652023  -8.353472  6.292326
C  5.426810  -8.847146  5.899189
C  8.161918  -6.412720  6.954251
C  9.281692  -7.022677  7.493749
C  10.458066  -6.331188  7.680700
N  10.469720  -5.020650  7.502327
C  9.419071  -4.399449  6.951140
C  8.238339  -5.035463  6.710609
C  11.690586  -4.338193  7.776804
H  3.249913  -9.642192  5.130905
H  2.819131  -7.989327  4.580489
H  2.348947  -8.573649  6.281135
H  3.603415  -6.235225  6.376354
H  5.752271  -5.209670  7.046412
H  7.509750  -8.944001  6.256925
H  5.346759  -9.898886  5.637422
H  9.280477  -8.023671  7.727023
H  11.377370  -6.743229  8.012874
H  9.588810  -3.379227  6.674298
H  7.460001  -4.496884  6.123536
H  11.462692  -3.458475  8.378116
H  12.200737  -4.032822  6.839129
H  12.311815  -4.935753  8.463650
C  6.780327  -4.483125  -5.399748
N  5.507207  -4.943354  -4.729619
C  4.726971  -3.977578  -4.189899
C  3.668801  -4.365814  -3.409799
C  3.354066  -5.758458  -3.314815
C  4.233251  -6.699420  -3.839297
C  5.314125  -6.280665  -4.595218
C  2.038722  -6.012340  -2.609796
C  1.963470  -6.999467  -1.637395
C  0.803394  -7.184969  -1.021400
N  -0.360185  -6.624908  -1.394173
C  -0.277214  -5.605776  -2.307287
C  0.934665  -5.237289  -2.845514
C  -1.696284  -6.966016  -0.804351
H  6.731644  -3.412481  -5.682282
H  7.093175  -5.126912  -6.223337
H  7.524454  -4.657631  -4.597836
H  5.129938  -3.032314  -4.192299
H  3.001935  -3.686899  -2.887340
H  4.010645  -7.765349  -3.794717
H  6.105657  -6.887898  -5.058383
H  2.837408  -7.512256  -1.292959
H  0.695805  -7.871917  -0.203692
H  -1.252743  -5.213335  -2.628590
H  1.067173  -4.332740  -3.525425
H  -1.807851  -6.325990  0.050215
H  -1.644742  -8.025341  -0.508524
H  -2.498539  -6.799447  -1.508749
C  -0.182589  10.139006  -9.033029
N  -0.920774  10.441344  -10.247560
C  -1.720841  11.541149  -10.295532
C  -2.365613  11.944338  -11.445472
C  -2.099663  11.318059  -12.672358
C  -1.335142  10.127152  -12.590908
C  -0.783341  9.693317  -11.374543
C  -2.721521  11.674508  -13.991224
C  -2.118706  12.296648  -15.065876
C  -2.807932  12.459821  -16.310784
N  -4.106761  12.242316  -16.347636
C  -4.772921  11.799817  -15.246317
C  -4.082018  11.563066  -14.099794
C  -4.897482  12.444316  -17.563754
H  -0.922030  9.796596  -8.351449
H  0.343991  10.989853  -8.673614
H  0.427929  9.286114  -9.118799
H  -1.848436  12.175864  -9.417295
H  -2.975220  12.870453  -11.462776
H  -1.095511  9.489537  -13.473251
H  -0.229077  8.781177  -11.232021
H  -1.072151  12.567370  -14.963311
H  -2.353673  12.854388  -17.143974
H  -5.839990  11.731365  -15.325980
H  -4.679012  11.186311  -13.203307
H  -4.228683  12.391792  -18.356992
H  -5.278084  13.488549  -17.546965
H  -5.630703  11.651108  -17.661851
N  3.485836  -5.437939  1.414716
S  4.179273  -6.235811  2.638545
O  4.011220  -7.643314  2.498540
O  3.766036  -5.601028  3.816539
F  5.640214  -5.919378  2.463082
S  2.063538  -4.995029  1.489511
O  1.595262  -4.848481  0.163712
O  1.793964  -3.919546  2.404062
F  1.318695  -6.231298  2.225680
N  -4.128961  3.033754  0.347434
S  -3.807248  4.292370  -0.530047
O  -4.786306  4.673134  -1.448922
O  -2.503664  4.308672  -0.983961
F  -3.849149  5.510127  0.532018
S  -5.465833  3.033278  1.244590
O  -6.716823  3.544655  0.795145
O  -5.180259  3.274741  2.657352
F  -5.614505  1.476322  1.162609
N  5.836093  -1.515150  -0.358822
S  6.209653  -3.097500  -0.110564
O  7.547266  -3.434927  -0.320942
O  5.291494  -3.999665  -0.774435
F  5.964080  -3.187895  1.374704
S  5.192399  -0.997718  -1.625470
O  5.678264  -1.657489  -2.844650
O  5.054074  0.441556  -1.588723
F  3.559956  -1.354586  -1.524549
N  -1.499633  4.701841  -8.672003
S  -0.975438  5.477043  -9.999531
O  -1.107541  6.893699  -9.881724
O  -1.238548  4.965119  -11.341128
F  0.714864  5.267526  -9.743820
S  -1.846438  3.027393  -8.795643
O  -1.672236  2.536425  -7.465466
O  -1.387612  2.225936  -9.883554
F  -3.463801  3.049453  -8.827502
N  -5.041588  -2.767082  -2.191325
S  -6.203196  -1.673037  -2.097698
O  -6.251555  -1.084431  -0.830655
O  -7.446767  -2.056953  -2.691349
F  -5.739985  -0.500622  -3.014994
S  -4.569232  -3.548968  -3.541544
O  -5.596775  -3.907341  -4.476381
O  -3.588130  -4.583772  -3.183221
F  -3.754329  -2.477414  -4.279864
N  6.301140  -0.569041  6.530267
S  7.110967  0.868230  6.240652
O  6.964319  1.474352  4.935243
O  8.387112  0.763496  6.909229
F  6.167319  1.789889  7.208080
S  6.319901  -1.668733  5.469255
O  5.737365  -2.897172  6.087226
O  7.494991  -1.892355  4.661052
F  5.274473  -1.265065  4.346747
N  0.230038  -1.786188  -6.311259
S  -1.033476  -1.925268  -5.557150
O  -2.013919  -2.470361  -6.465429
O  -1.359584  -0.897637  -4.616548
F  -0.902048  -3.154347  -4.493007
S  1.455178  -0.937931  -5.813330
O  1.224911  0.044201  -4.824132
O  2.135194  -0.647989  -6.965124
F  2.423410  -1.966361  -5.120820

Forces on atoms 1 to 3 (eV/Å):
0.8 1.1 0.4
0.6 2.1 -1.5
-0.7 0.9 0.5

Computed properties:
* HOMO level: -18.1 eV
* largest force on an atom: 5.42 eV/A
* charge: +10

Entry 2:
C4H14NO3 | ωB97M-V/def2-TZVPD

CARTESIAN COORDINATES (ANGSTROEM)
C  0.406568  -2.048552  -1.593570
N  -0.374674  -0.883835  -2.119510
C  -1.027086  0.004531  -1.141448
C  -0.421096  1.503919  -0.991320
C  1.013592  1.447136  -0.309200
O  0.985445  2.001727  0.885137
H  -0.333281  -2.638054  -1.043300
H  1.138176  -1.832061  -0.732055
H  0.809955  -2.435580  -2.391681
H  0.152691  -0.349760  -2.821344
H  -0.948888  -0.490496  -0.064291
H  -2.069895  0.116177  -1.359931
H  -0.500177  1.952594  -2.048318
H  -1.021174  2.166952  -0.468683
H  1.332163  0.403786  -0.307959
H  1.814738  2.090644  -0.996310
H  -0.756036  1.076904  2.753744
H  0.404151  1.061420  1.768314
O  -0.143474  0.397387  2.539788
H  -0.138147  -1.364899  2.466874
H  -0.455235  -1.688135  1.120126
O  -0.421746  -2.064719  1.971901

Forces on atoms 1 to 3 (eV/Å):
-2.8 4.0 5.5
0.6 0.3 0.1
1.3 0.7 2.6

Computed properties:
* HOMO level: -3.8 eV
* largest force on an atom: 7.32 eV/A
* charge: -1
* ΔE to the lowest compared entry with this formula, charge and spin: 2.508 eV

Entry 3:
HN6O | ωB97M-V/def2-TZVPD

CARTESIAN COORDINATES (ANGSTROEM)
O  -3.204922  -1.211341  0.101981
N  -2.289302  -0.384230  -0.030805
N  -2.637350  1.068394  -0.213776
N  -1.604798  1.739952  0.139278
N  -0.401493  1.405871  0.108792
N  -0.036148  0.164548  -0.484240
N  -1.062410  -0.736368  0.086184
H  0.894060  -0.211942  -0.219906

Forces on atoms 1 to 3 (eV/Å):
0.0 0.5 0.5
1.6 1.5 -1.7
-0.7 -3.2 -0.1

Computed properties:
* HOMO level: -3.4 eV
* structure (SMILES): O=[N+]1[N-]N=NN[N-]1
* largest force on an atom: 3.91 eV/A
* charge: -1
* ΔE to the lowest compared entry with this formula, charge and spin: 2.571 eV

Entry 4:
C9H20OSSi | ωB97M-V/def2-TZVPD

CARTESIAN COORDINATES (ANGSTROEM)
C  0.446771  0.612594  0.246843
C  -0.691996  0.006848  0.315279
C  2.923969  -2.373728  2.096314
C  -3.631750  -0.917490  -0.788820
C  -1.600959  1.053438  -2.408625
C  -3.171214  2.117606  -0.100648
C  1.632338  0.338644  1.115134
C  2.856697  -1.937968  0.623739
C  2.803803  -0.400662  0.405952
O  2.259188  3.121291  -2.742008
Si  -2.317323  0.535664  -0.688365
S  2.187904  1.652438  -3.095451
H  0.575534  1.424931  -0.526885
H  -0.855670  -0.728554  1.109155
H  3.338659  -3.335170  2.096073
H  1.967433  -2.277841  2.643902
H  3.575802  -1.833733  2.675936
H  -3.960961  -1.218832  0.309541
H  -4.572245  -0.658732  -1.297587
H  -3.285347  -1.955275  -1.125975
H  -1.644095  2.128260  -2.422731
H  -0.527299  0.781416  -2.581418
H  -2.054938  0.586447  -3.315772
H  -3.459433  2.053623  0.954731
H  -2.729363  3.024469  -0.393731
H  -4.076443  2.160022  -0.833727
H  2.076044  1.298980  1.266478
H  1.404039  -0.292659  1.921172
H  2.268377  -2.663502  0.091973
H  3.934623  -2.099060  0.350196
H  3.759233  -0.020804  0.850620
H  2.953955  -0.114778  -0.716961

Forces on atoms 1 to 3 (eV/Å):
1.8 1.4 -1.1
-4.2 -0.8 0.1
-2.6 0.5 -1.0

Computed properties:
* expectation value of S²: 2.009
* HOMO level (spin up / spin down): -9.4 / -9.4 eV
* largest force on an atom: 4.30 eV/A
* spin multiplicity: 3

Among the records above, which one has the highest largest force on an atom? C4H14NO3